{
  "formula": "C36H100N6O17",
  "method": "ωB97M-V with the def2-TZVPD basis set",
  "smiles": "COCCNCCOC.COCCNCCOC.COCCNCCOC.COCCNCCOC.COCCNCCOC.COCCNCCOC.O.O.O.O.O",
  "lumo_ha": 0.019,
  "gap_ev": 8.4,
  "spin_multiplicity": 1,
  "charge": 0,
  "largest_force_ev_per_a": 3.15,
  "e_homo_ha": -0.2901,
  "e_above_lowest_kcal_mol": 0.0,
  "elements": ["O", "O", "O", "O", "O", "O", "O", "O", "O", "O", "O", "O", "O", "O", "O", "O", "O", "N", "N", "N", "N", "N", "N", "C", "C", "C", "C", "C", "C", "C", "C", "C", "C", "C", "C", "C", "C", "C", "C", "C", "C", "C", "C", "C", "C", "C", "C", "C", "C", "C", "C", "C", "C", "C", "C", "C", "C", "C", "C", "H", "H", "H", "H", "H", "H", "H", "H", "H", "H", "H", "H", "H", "H", "H", "H", "H", "H", "H", "H", "H", "H", "H", "H", "H", "H", "H", "H", "H", "H", "H", "H", "H", "H", "H", "H", "H", "H", "H", "H", "H", "H", "H", "H", "H", "H", "H", "H", "H", "H", "H", "H", "H", "H", "H", "H", "H", "H", "H", "H", "H", "H", "H", "H", "H", "H", "H", "H", "H", "H", "H", "H", "H", "H", "H", "H", "H", "H", "H", "H", "H", "H", "H", "H", "H", "H", "H", "H", "H", "H", "H", "H", "H", "H", "H", "H", "H", "H", "H", "H"],
  "positions_angstrom": [[-4.6253, 0.6610, 0.1243], [0.2581, 3.1701, -0.3817], [1.8136, 0.0438, -1.0235], [2.7631, 0.5720, 3.0434], [3.8915, -6.1111, 2.6260], [-6.1353, -4.5617, -1.3747], [2.4710, 5.7198, 0.0952], [-0.7012, 2.5234, -3.0334], [6.0231, -0.2785, -1.0726], [2.8463, -3.1324, 2.5456], [-0.3963, -3.2950, 2.4127], [-1.9715, 6.1435, -2.7487], [-0.7401, 0.3732, 0.0125], [-1.1060, -4.6242, -2.0485], [-3.5592, -0.4357, -4.9877], [-0.4447, 4.1358, 2.0898], [0.4772, -0.0818, -3.5306], [-4.0939, 4.4781, -0.2705], [-4.5717, -1.4687, -2.0252], [4.0418, 1.2079, 0.2694], [1.0832, 6.6351, 2.3825], [1.1297, -2.4691, 0.2394], [1.1888, -5.7971, 3.6960], [-2.3181, 7.5622, -2.6320], [-0.2731, 6.6290, 1.9035], [4.9071, 1.7714, -0.8431], [2.5168, 1.6637, 2.1047], [-0.9812, 5.3978, 2.4626], [2.0244, 7.4899, 1.7398], [5.2911, 0.7042, -1.7884], [-1.1449, -6.0274, -2.2944], [-0.8915, -4.4014, 3.2438], [-3.6963, 5.2347, -1.4764], [-3.2182, -0.1034, -3.5854], [-3.2443, -1.3151, -2.6378], [-1.2029, -2.1310, 2.6029], [3.3561, -2.8037, 1.2327], [-2.1983, 5.4586, -1.5725], [-4.6191, -2.7146, -1.2613], [7.0334, -0.9599, -1.7869], [2.2117, 7.0862, 0.2587], [-6.7270, -5.6167, -2.1399], [-4.8563, 2.0708, 0.3451], [2.7533, -6.8009, 2.0718], [0.1248, -2.7919, -0.7394], [-0.0529, -5.6810, 2.9508], [4.9743, -5.9747, 1.7630], [-0.2759, -4.3276, -0.8696], [-1.4269, 3.1200, 2.2410], [-5.1598, -3.8609, -2.0469], [2.4313, -3.1157, 0.0491], [2.7263, 5.4090, -1.2551], [-3.9997, 3.0239, -0.6145], [3.6171, -2.6893, 3.6979], [-3.6639, 0.0239, 0.9372], [1.6656, 0.2550, 3.8898], [3.6959, 2.2236, 1.2945], [1.8471, -7.0210, 3.2897], [-2.6230, -1.1408, -5.7260], [1.7394, -5.0142, 3.3735], [-5.0905, 4.6140, -0.1790], [-1.7166, 4.4829, -1.5091], [4.4891, 2.4460, 2.0083], [-3.0014, -2.1895, -3.2415], [-0.2214, -0.3667, -0.3034], [1.4521, 5.7334, 2.1163], [-0.4109, 2.9029, -2.2040], [-4.1816, -0.1388, 1.8825], [-2.4872, -1.1780, -1.8657], [-0.3801, 6.5641, 0.8207], [2.5782, 4.3485, -1.4589], [-7.1742, -5.2273, -3.0545], [-1.1289, 3.2469, -3.4917], [4.6934, -5.7039, 0.7452], [1.9270, -0.6068, 4.5038], [3.6939, 5.8516, -1.4916], [-1.6208, -0.7258, -5.6190], [-0.8127, -2.3602, -0.3889], [-1.0783, 2.2114, 1.7502], [-1.7350, 6.0068, -0.7522], [2.5450, -7.3155, 4.0735], [-1.5644, -6.5345, -1.4256], [-2.2227, 0.3381, -3.5405], [-3.6072, -2.8636, -0.8844], [2.0653, 2.4681, 2.6853], [-0.3293, 1.1412, -0.3846], [2.1896, -6.3136, 1.2763], [-1.7509, 8.0450, -1.8362], [3.9681, -1.6600, 3.7719], [-1.5297, 2.8163, 3.2828], [-1.9529, -4.5653, 3.0572], [0.6800, 0.1239, 3.4431], [4.5065, 0.1194, -2.2685], [1.8007, -0.7650, -0.5118], [-0.1208, -6.3907, -2.3804], [6.7582, -1.3623, -2.7618], [-0.5947, -6.6076, 3.1405], [-2.1915, -2.3851, 2.2205], [-0.1351, 0.5933, -3.2381], [1.2134, -7.8921, 3.1237], [3.0199, 7.3492, 2.1609], [0.6298, -4.9254, -0.9718], [1.9251, 5.8914, -1.8150], [5.8198, 2.2478, -0.4853], [-2.0189, 5.5300, 2.1562], [-0.8496, -4.2992, 4.3282], [-0.9000, 5.4549, 3.5480], [-3.0078, -1.1312, -6.7458], [-4.7641, -0.6787, -1.4260], [-0.8757, -1.2805, 2.0049], [1.6852, 8.5252, 1.7763], [-1.8136, -6.1874, -3.1402], [5.6088, -5.2038, 2.2003], [-0.7966, 7.4457, 2.4005], [-5.8794, 2.3871, 0.1420], [7.4692, -1.7608, -1.1897], [4.2581, 2.5203, -1.2970], [-2.9754, 2.6639, -0.5184], [-3.3820, -0.9734, 0.5996], [-1.2726, -1.8304, 3.6483], [-4.2039, 6.1844, -1.3076], [1.1483, -0.1088, -2.8486], [-2.0345, 7.9919, -3.5928], [-7.4359, -6.1466, -1.5036], [-3.4033, 7.6338, -2.5593], [-0.7910, -4.5264, 0.0702], [3.0854, 7.6011, -0.1408], [4.3272, -3.2678, 1.0604], [1.3736, 7.4814, -0.3153], [1.6468, 1.0094, 4.6764], [2.4758, 0.5874, -0.5965], [-4.0822, 4.8119, -2.4040], [-2.4400, 3.3440, 1.9072], [5.5984, -6.8672, 1.8067], [-2.8665, 0.7444, 1.1194], [0.7598, -2.5762, 1.1731], [-4.3459, -4.4986, -2.3918], [1.0389, 3.6688, -0.6224], [2.3529, -4.1830, -0.1579], [-5.3246, -2.5589, -0.4451], [3.4039, 3.1770, 0.8541], [4.5120, -3.2984, 3.8258], [2.9814, -2.8791, 4.5628], [1.6945, 1.4226, 1.4312], [-5.9581, -6.3769, -2.2774], [5.9693, 1.1188, -2.5342], [-4.2656, 2.8960, -1.6638], [-0.0155, 3.5427, 0.4565], [4.5594, 0.4858, 0.7497], [3.0693, -7.7738, 1.6954], [-5.6071, -3.4533, -2.9535], [-2.6816, -2.1958, -5.4585], [7.8764, -0.3047, -2.0064], [0.0859, -5.6108, 1.8719], [2.8141, -2.6725, -0.8703], [3.4346, -1.7192, 1.1575], [0.3250, -2.3455, -1.7135], [-4.6030, 2.3174, 1.3762], [-3.8605, 0.6570, -3.1412]],
  "atomic_forces_ev_per_a": [[-1.07, 1.09, -1.52], [0.09, -0.49, -0.94], [-0.38, 0.15, -1.12], [0.35, 0.15, -1.53], [-1.43, 0.03, -0.61], [-1.28, -1.01, 1.08], [-0.76, -0.87, 0.96], [-0.11, -0.13, -0.26], [0.61, -0.69, 0.77], [0.21, 0.56, -0.31], [-0.61, -0.66, 1.82], [0.85, 1.48, -1.04], [-0.81, -0.06, 0.52], [0.74, 0.64, 1.30], [-1.13, 1.75, 2.36], [-0.74, 0.31, -0.85], [-0.11, -0.57, -0.60], [0.05, -1.79, -0.83], [0.28, -0.53, -0.69], [1.04, 1.50, -0.46], [0.54, -1.08, 0.46], [0.49, 0.01, -0.17], [-1.13, 0.18, -0.30], [0.25, -1.59, -1.13], [-0.02, -1.10, 0.70], [-1.64, -0.21, 1.62], [-1.33, 0.44, 0.97], [0.01, 0.82, 0.64], [0.42, -0.17, -1.62], [0.99, -1.38, -0.87], [-0.15, 0.85, 0.92], [0.78, -0.90, -0.27], [-0.57, 0.85, 1.95], [0.77, -1.04, -0.62], [-0.89, 0.81, -0.70], [-0.49, -0.52, -0.33], [-0.10, 0.74, 0.17], [-0.73, -0.57, 0.74], [-0.41, 1.43, 0.59], [0.59, 0.38, -0.14], [0.65, 1.44, 0.07], [0.92, 0.20, 1.19], [1.43, 0.61, -0.94], [0.32, -0.80, 1.35], [-1.55, -1.21, -0.52], [-0.97, 0.90, -0.40], [0.70, 0.16, 0.48], [0.18, 0.93, -1.13], [0.15, -1.21, 0.74], [0.52, -0.03, -1.89], [-0.82, -0.16, 0.77], [-0.91, 0.89, 0.16], [0.28, -1.02, 1.24], [-0.14, -0.92, -0.41], [-0.83, 1.21, 1.47], [0.90, 0.63, 0.98], [-0.48, -1.73, 0.75], [1.63, -0.04, -0.19], [-0.34, -0.58, 0.04], [0.67, 0.24, 0.25], [-0.25, 0.38, 0.27], [0.28, 0.00, -0.71], [0.48, -0.01, -0.12], [0.05, -0.22, 0.26], [0.31, -0.01, -0.15], [-0.05, -0.68, 0.58], [0.14, 0.04, 0.62], [0.17, -0.19, 0.56], [0.40, -0.06, 0.10], [-0.05, 0.60, -0.28], [0.79, -0.10, 0.23], [0.03, -0.23, -0.13], [-0.16, 0.13, -0.28], [0.02, -0.06, -0.11], [0.07, -0.48, -0.67], [0.14, -0.51, -0.61], [0.19, -0.16, -0.18], [-0.05, 0.43, -0.09], [0.10, 0.11, -0.32], [-0.49, 0.20, 0.52], [-0.03, -0.11, 0.18], [-0.24, -0.20, 0.15], [0.20, -0.07, -0.37], [0.07, -0.67, 0.45], [0.24, 0.46, 0.33], [0.41, 0.27, -0.20], [0.39, 0.68, -0.18], [-0.23, -0.04, 0.21], [-0.48, 0.34, -0.82], [0.09, 0.26, 0.39], [-0.10, -0.04, -0.56], [0.18, 0.06, -0.44], [-0.58, 0.72, -0.19], [-0.24, -0.73, 0.58], [0.01, -0.29, -0.64], [-0.65, -0.14, 0.01], [-0.53, 0.27, 0.06], [-0.42, 0.15, 0.22], [-0.11, 0.44, 0.02], [-0.57, 0.37, 0.03], [-0.18, 0.31, 0.62], [0.05, -0.22, 0.22], [0.16, 0.20, -0.62], [0.06, 0.13, 0.24], [-0.24, -0.53, -0.02], [0.43, 1.06, 0.15], [-0.26, 0.05, 0.23], [0.39, 0.35, -0.20], [0.07, 0.07, 0.05], [0.53, -0.19, -0.06], [0.32, 0.15, 0.05], [0.45, -0.10, -0.14], [-0.04, 0.31, -0.22], [-0.23, 0.37, -0.66], [-0.36, -0.86, 0.23], [-0.49, -0.02, 0.22], [0.25, 0.10, -0.37], [0.28, 0.21, -0.07], [0.20, 0.49, -0.68], [0.07, -0.06, 0.12], [0.13, 0.28, -0.41], [0.29, 0.08, 0.49], [0.08, 0.05, 0.12], [-0.40, 0.53, -0.04], [0.12, 0.39, 0.41], [-0.16, -0.59, -0.09], [0.21, 0.49, -0.01], [0.15, -0.01, 0.09], [-0.41, -0.56, -0.39], [-0.60, 0.63, -0.09], [0.85, 0.40, 0.44], [0.16, -0.18, -0.18], [0.17, 0.57, -0.45], [-0.05, -0.39, -0.51], [0.56, -0.70, -0.16], [0.38, -0.39, 0.03], [0.21, -0.50, 0.06], [0.22, 0.10, 0.07], [-0.02, -0.31, 0.25], [0.13, -0.06, 0.32], [-0.23, -0.12, -0.20], [0.07, -0.32, -0.18], [-0.08, -0.05, -0.11], [0.07, -0.60, -0.32], [0.19, -0.03, -0.84], [-0.16, 0.24, -0.38], [-0.33, -0.41, -0.05], [-0.18, 0.53, 0.78], [0.13, -0.32, -0.10], [0.20, -0.18, -0.19], [0.01, 0.29, -0.32], [0.62, -0.31, 0.24], [0.12, 0.44, 0.03], [0.30, -0.36, -0.45], [0.68, 0.00, 0.05], [0.48, 0.28, 0.37], [0.23, -0.12, -0.18], [-0.07, 0.09, 0.18], [-0.56, 0.02, -0.78]],
  "lowdin_charge": [-0.220, -0.025, -0.060, -0.194, -0.198, -0.187, -0.207, -0.033, -0.202, -0.201, -0.235, -0.189, -0.058, -0.206, -0.195, -0.206, -0.071, -0.045, -0.048, -0.053, -0.062, -0.066, -0.036, -0.054, -0.199, -0.164, -0.185, -0.204, -0.190, -0.225, -0.114, -0.154, -0.209, -0.139, -0.182, -0.094, -0.167, -0.254, -0.206, -0.113, -0.244, -0.089, -0.152, -0.191, -0.179, -0.209, -0.131, -0.152, -0.091, -0.272, -0.169, -0.087, -0.184, -0.078, -0.098, -0.097, -0.161, -0.211, -0.137, 0.079, 0.093, 0.091, 0.121, 0.114, -0.013, 0.091, -0.014, 0.090, 0.098, 0.096, 0.073, 0.089, 0.047, 0.087, 0.073, 0.102, 0.089, 0.094, 0.069, 0.103, 0.115, 0.080, 0.083, 0.098, 0.111, -0.008, 0.108, 0.087, 0.074, 0.097, 0.115, 0.079, 0.129, -0.003, 0.079, 0.087, 0.118, 0.083, -0.030, 0.117, 0.120, 0.093, 0.094, 0.124, 0.119, 0.118, 0.130, 0.086, 0.065, 0.068, 0.124, 0.089, 0.083, 0.130, 0.115, 0.086, 0.110, 0.098, 0.070, 0.094, 0.108, -0.022, 0.089, 0.083, 0.077, 0.103, 0.119, 0.109, 0.112, 0.085, -0.003, 0.125, 0.077, 0.086, 0.060, 0.071, 0.115, 0.021, 0.092, 0.127, 0.104, 0.077, 0.087, 0.098, 0.081, 0.122, 0.105, 0.009, 0.104, 0.118, 0.124, 0.074, 0.081, 0.094, 0.125, 0.104, 0.120, 0.106, 0.110]
}